No. 1
# C5H12NS

2 unconnected molecules or ions with the total composition C5H12NS in a non-equilibrium geometry (wB97M-V/def2-TZVPD, the Open Molecules 2025 dataset).

```
19
Properties=species:S:1:pos:R:3:forces:R:3
C -1.957 0.749 -0.996 -0.3 1.4 0.3
C -1.005 0.001 -1.417 3.4 -1.4 2.3
C -0.748 -1.227 -2.149 -2.5 1.4 -2.3
C 1.229 0.772 2.387 -1.2 0.7 -0.5
C 0.726 -0.017 0.002 -0.7 -0.1 -2.7
N 0.232 0.543 1.213 0.2 0.8 1.7
S 1.200 -1.762 0.246 -0.3 1.2 0.5
H -1.904 1.310 -0.083 0.0 0.5 0.2
H -2.770 1.001 -1.635 -0.9 -0.3 -0.3
H -0.248 -1.090 -3.095 0.5 0.1 -0.2
H -1.728 -1.708 -2.383 0.7 0.1 0.3
H -0.183 -1.776 -1.487 1.1 -2.0 0.9
H 1.610 1.813 2.287 0.5 -1.1 -0.6
H 0.588 0.948 3.285 0.7 -1.2 -0.3
H 1.921 -0.094 2.268 -0.3 1.0 1.0
H 1.506 0.717 -0.294 -0.2 -1.2 -0.6
H -0.513 -0.072 1.467 -1.0 -0.1 0.9
H -0.120 1.464 0.997 -0.7 0.2 -0.1
H 2.161 -1.572 -0.612 1.0 -0.4 -0.6
```
Positions in Å, forces in eV/Å.

Calculated values
* LUMO: -3.29 eV
* ΔE to the lowest compared entry with this formula, charge and spin: 105.1 kcal/mol
* HOMO-LUMO gap: 9.56 eV
* E: -17694.12989 eV
* net charge: +1

No. 2
# C43H57F19NO19SV

A molecular structure, C43H57F19NO19SV in a non-equilibrium geometry (wB97M-V/def2-TZVPD, the Open Molecules 2025 dataset).

```
141
Properties=species:S:1:pos:R:3:forces:R:3
V 2.427 0.165 3.952 -1.2 1.7 -3.1
C 0.887 -0.637 -0.296 -0.2 1.1 0.6
F 1.786 0.103 -0.941 0.2 0.0 0.1
F -0.050 -0.978 -1.157 -0.4 -0.1 0.1
F 1.466 -1.729 0.177 0.2 0.0 0.3
S 0.151 0.370 1.127 -2.4 0.0 -0.3
O -1.045 -0.356 1.513 0.9 -0.3 -0.1
O 1.187 0.392 2.162 1.3 -0.7 0.9
O -0.150 1.688 0.616 0.7 -0.2 -0.3
C -2.444 4.582 -1.984 -1.0 1.5 0.2
C -3.469 4.299 -0.881 0.4 -0.2 -0.7
C -2.750 3.729 0.340 -0.3 -1.6 0.7
F -1.724 4.521 0.751 -0.4 0.2 -0.1
F -3.610 3.525 1.386 0.0 0.7 -0.1
F -4.187 5.399 -0.575 0.3 -0.2 -0.1
F -4.333 3.351 -1.362 0.0 0.3 0.6
O -1.723 3.393 -2.215 0.8 0.1 -0.2
C -0.494 3.577 -2.819 -1.2 0.0 -0.3
C 0.097 2.176 -3.037 0.0 -0.7 0.5
F -0.788 1.404 -3.721 0.1 0.6 0.0
F 1.261 2.182 -3.712 -0.3 0.6 0.1
F -0.654 4.226 -3.990 0.3 0.0 0.1
F 0.291 4.333 -2.029 0.4 -0.1 -0.2
H -1.856 5.445 -1.661 0.4 -0.4 0.1
H -2.980 4.952 -2.861 -0.1 -0.5 -0.1
H -2.359 2.728 0.149 0.3 0.3 -0.5
H 0.251 1.713 -2.057 0.1 0.1 0.0
C -5.140 -1.679 5.054 0.1 -0.9 -0.1
C -4.686 -1.575 3.590 -0.8 1.4 1.0
C -3.689 -0.428 3.430 1.0 0.5 -0.6
F -4.254 0.759 3.782 -0.1 -0.4 -0.2
F -2.587 -0.569 4.244 -0.4 -0.5 0.2
F -4.139 -2.702 3.115 0.0 -0.2 0.1
F -5.760 -1.249 2.822 0.4 -0.2 -0.3
O -6.276 -2.521 5.148 -0.5 0.0 0.1
C -7.478 -1.910 5.480 1.6 -0.1 -1.0
C -8.548 -2.977 5.305 -1.0 -0.4 1.1
F -9.709 -2.488 5.832 0.3 -0.1 -0.2
F -8.791 -3.342 4.038 0.5 0.4 0.0
F -7.425 -1.484 6.762 -0.3 0.0 -0.2
F -7.669 -0.832 4.692 -0.4 0.0 0.4
H -5.341 -0.715 5.515 0.2 0.2 -0.3
H -4.324 -2.170 5.584 0.0 0.0 0.2
H -3.275 -0.372 2.419 -0.4 0.1 0.0
H -8.241 -3.848 5.895 -0.1 0.0 -0.2
O 4.269 5.981 -0.670 0.2 0.3 -0.1
C 3.633 5.142 -0.116 0.6 -0.1 -0.1
O 2.537 5.434 0.621 -0.5 -0.3 -0.1
C 1.804 4.238 0.962 0.0 0.1 0.2
C 2.490 3.099 0.236 1.4 -0.9 -0.4
C 3.904 3.650 -0.078 -1.0 0.1 0.0
H 0.766 4.359 0.662 0.0 0.1 -0.1
H 1.827 4.134 2.048 0.1 -0.1 0.0
H 2.025 2.815 -0.706 -0.3 0.3 0.0
H 2.604 2.160 0.776 -0.4 0.2 0.4
H 4.284 3.274 -1.025 0.1 0.3 0.1
H 4.636 3.440 0.703 0.0 0.0 0.1
O 1.030 1.709 4.424 1.4 -1.4 0.6
C 0.141 2.537 4.284 -1.1 1.1 -0.1
O 0.436 3.819 4.248 0.4 -0.7 0.0
C -0.729 4.617 3.918 -0.9 0.1 0.2
C -1.924 3.727 4.255 0.0 -0.4 -0.6
C -1.353 2.321 4.058 0.9 0.4 0.1
H -0.694 4.847 2.856 0.2 0.1 0.0
H -0.708 5.520 4.518 0.3 0.0 -0.1
H -2.738 3.872 3.550 -0.1 0.2 0.1
H -2.295 3.879 5.266 0.1 0.0 0.1
H -1.378 2.011 3.007 -0.3 -0.1 0.0
H -1.816 1.556 4.667 0.3 -0.2 0.0
O -3.592 -2.624 -2.161 0.1 -0.1 0.0
C -3.536 -1.526 -1.689 -0.5 -1.1 0.0
O -3.189 -0.470 -2.436 0.4 0.7 0.0
C -3.022 0.705 -1.616 0.2 -0.4 -0.2
C -3.764 0.404 -0.327 -0.5 0.0 0.2
C -3.858 -1.126 -0.266 0.4 0.8 0.0
H -3.413 1.554 -2.170 0.1 -0.2 0.1
H -1.956 0.854 -1.422 0.0 0.0 -0.2
H -4.768 0.822 -0.420 0.0 0.1 0.4
H -3.238 0.808 0.538 -0.2 0.2 0.0
H -4.837 -1.468 0.058 0.0 -0.2 -0.2
H -3.112 -1.554 0.405 0.0 -0.1 -0.1
O 5.933 -3.518 -2.340 0.5 -0.4 0.3
C 4.789 -3.662 -2.062 -0.4 0.4 -0.4
O 4.376 -4.227 -0.887 -0.1 -0.4 0.2
C 2.961 -4.374 -0.861 -1.1 0.1 -0.2
C 2.391 -3.630 -2.075 -0.8 -0.1 -0.2
C 3.597 -3.196 -2.859 0.3 0.0 -0.5
H 2.536 -3.953 0.048 0.5 0.1 0.2
H 2.594 -5.403 -0.885 0.8 -0.2 0.1
H 1.733 -2.825 -1.749 0.3 0.1 -0.2
H 1.758 -4.269 -2.692 0.0 -0.2 0.2
H 3.674 -2.130 -3.061 0.0 -0.1 0.3
H 3.654 -3.657 -3.846 0.0 -0.1 0.0
O -2.764 -5.564 1.837 0.0 0.0 0.1
C -1.724 -4.999 1.970 -0.4 0.0 0.4
O -0.683 -5.186 1.122 0.1 -0.2 -0.3
C 0.425 -4.362 1.473 -0.6 -0.2 0.6
C 0.161 -3.985 2.921 0.9 0.3 0.6
C -1.340 -3.940 3.015 -0.4 0.0 -1.1
H 0.420 -3.476 0.839 0.1 -0.3 -0.1
H 1.341 -4.941 1.400 0.0 0.0 -0.3
H 0.715 -3.069 3.132 -0.3 0.3 0.2
H 0.571 -4.748 3.586 -0.1 -0.1 0.0
H -1.763 -3.036 2.564 0.3 0.2 0.2
H -1.839 -4.074 3.968 0.2 -0.3 0.1
O 5.977 -1.371 -4.269 -0.3 0.0 -0.1
C 5.377 -0.364 -4.053 1.3 0.0 -0.5
O 4.772 -0.151 -2.857 -0.4 -0.1 0.8
C 4.173 1.138 -2.788 -0.4 0.6 -0.6
C 4.178 1.658 -4.222 0.0 0.8 -0.5
C 5.313 0.886 -4.894 -0.6 0.4 0.0
H 4.751 1.777 -2.114 0.2 -0.2 -0.1
H 3.142 1.111 -2.430 0.2 -0.5 0.1
H 4.278 2.745 -4.244 0.3 0.0 0.0
H 3.236 1.459 -4.733 0.1 -0.3 0.2
H 6.270 1.411 -4.873 0.1 -0.1 0.3
H 5.130 0.679 -5.946 -0.1 -0.3 0.1
O 3.931 0.224 2.207 -0.7 0.1 1.3
C 4.696 -0.077 1.289 0.6 -0.9 0.1
O 5.848 0.525 1.140 -0.1 0.7 1.0
C 6.643 -0.112 0.123 0.1 -0.9 -1.4
C 6.035 -1.510 -0.011 -0.1 0.7 0.6
C 4.563 -1.181 0.286 0.2 -0.1 -0.9
H 7.712 -0.140 0.316 -0.2 0.3 0.8
H 6.523 0.464 -0.798 -0.2 0.0 0.0
H 6.357 -2.151 0.813 0.4 -0.1 -0.2
H 6.281 -1.952 -0.973 -0.3 -0.1 0.1
H 3.960 -2.037 0.569 -0.1 0.2 0.3
H 4.143 -0.720 -0.618 -0.2 -0.1 0.0
C -0.713 -2.664 -6.475 0.3 0.6 -0.5
C -0.822 -2.712 -4.955 -1.2 -0.6 -0.2
C -0.547 -1.413 -4.230 1.5 0.0 0.4
C 0.886 -1.047 -4.291 -0.5 0.4 -0.3
N 1.980 -0.700 -4.325 0.1 -0.2 0.1
H 0.334 -2.651 -6.790 0.0 -0.3 0.1
H -1.110 -1.771 -6.967 -0.3 0.1 0.4
H -1.212 -3.505 -6.952 0.1 -0.1 0.1
H -0.228 -3.577 -4.654 0.3 0.4 0.5
H -1.835 -2.959 -4.618 -0.1 -0.1 -0.4
H -0.717 -1.475 -3.154 -0.5 -0.3 -0.3
H -1.146 -0.586 -4.608 0.0 -0.2 -0.1
```
Positions in Å, forces in eV/Å.

Calculated values
* expectation value of S²: 3.753
* LUMO (alpha / beta): -5.61 / -5.58 eV
* HOMO-LUMO gap (alpha / beta): 6.22 / 6.26 eV
* E: -174058.44176 eV
* net charge: +1
* 2S+1: 4

No. 3
# C3H12CsO3

A molecular structure, C3H12CsO3 in a non-equilibrium geometry (wB97M-V/def2-TZVPD, the Open Molecules 2025 dataset).

```
19
Properties=species:S:1:pos:R:3:forces:R:3
Cs -0.190 -2.241 2.512 0.0 0.1 -0.2
C -5.072 0.552 0.745 -0.5 1.0 0.2
O -3.985 -0.028 0.067 0.3 -0.5 0.0
H -4.946 0.559 1.827 0.2 -0.5 -0.1
H -5.126 1.603 0.462 -0.3 0.2 0.0
H -6.018 0.082 0.474 -0.1 -0.1 0.2
H -4.245 0.050 -0.854 0.4 -0.2 -0.2
C 1.197 -1.839 -2.649 0.1 1.0 -0.7
O 1.765 -2.821 -1.845 0.0 -0.9 0.7
H 0.185 -2.049 -2.997 -0.2 -0.2 0.2
H 1.208 -0.911 -2.078 -0.1 0.0 -0.1
H 1.810 -1.686 -3.537 0.0 0.2 -0.1
H 1.940 -3.583 -2.402 0.1 -0.2 0.1
C 3.831 1.802 1.621 0.8 0.6 -0.4
O 2.608 2.485 1.471 -0.7 0.0 0.7
H 4.421 2.171 2.460 -0.1 0.0 0.2
H 3.722 0.725 1.748 -0.1 -0.1 -0.3
H 4.383 2.088 0.726 0.4 -0.7 0.0
H 2.512 3.039 2.250 -0.3 0.1 -0.1
```
Positions in Å, forces in eV/Å.

Calculated values
* LUMO: -3.76 eV
* ΔE to the lowest compared entry with this formula, charge and spin: 26.8 kcal/mol
* HOMO-LUMO gap: 9.06 eV
* E: -9989.05610 eV
* net charge: +1

No. 4
# C16H12N4O2S

A single C16H12N4O2S molecule in a non-equilibrium geometry (wB97M-V/def2-TZVPD, the Open Molecules 2025 dataset).

```
35
Properties=species:S:1:pos:R:3:forces:R:3
O 4.856 1.091 -0.657 0.0 0.2 0.2
N 4.999 0.443 -1.673 0.4 0.3 0.2
O 5.997 0.453 -2.361 0.2 0.0 -0.1
C 3.905 -0.399 -2.090 -0.9 -0.8 -0.4
C 4.037 -1.175 -3.235 0.2 0.2 0.2
C 2.974 -1.970 -3.626 0.0 0.1 0.1
C 1.809 -1.993 -2.881 0.0 0.1 0.1
C 1.680 -1.221 -1.722 0.5 0.0 -0.4
C 0.429 -1.271 -0.961 -0.4 0.1 0.8
C 0.335 -0.896 0.390 -0.2 -0.2 -0.3
C -0.899 -0.958 0.990 0.0 -0.2 -0.3
C -1.974 -1.388 0.197 0.6 0.1 0.4
S -3.626 -1.513 0.738 -0.5 -0.1 0.3
C -3.629 -0.576 2.306 0.2 -0.5 -0.6
C -3.115 0.829 2.167 0.0 0.3 0.3
C -2.873 1.600 3.302 0.0 0.0 -0.2
C -2.399 2.889 3.134 0.0 0.0 0.0
C -2.182 3.363 1.849 0.0 0.0 0.0
C -2.455 2.517 0.787 0.1 0.4 0.1
N -2.906 1.286 0.943 -0.2 -0.2 -0.1
N -1.796 -1.786 -1.059 -1.4 -0.1 0.5
N -0.637 -1.727 -1.614 1.2 0.1 -0.7
C 2.742 -0.412 -1.334 0.1 0.0 0.0
H 4.959 -1.139 -3.795 0.0 0.0 0.0
H 3.057 -2.575 -4.516 0.0 -0.1 -0.1
H 0.971 -2.604 -3.178 0.0 -0.1 0.0
H 1.206 -0.600 0.954 0.1 0.0 0.0
H -1.022 -0.701 2.030 0.0 0.0 0.1
H -3.078 -1.131 3.066 -0.1 0.1 0.1
H -4.682 -0.560 2.595 0.0 -0.1 0.0
H -3.054 1.195 4.286 0.0 0.0 0.1
H -2.200 3.513 3.993 0.0 0.1 0.1
H -1.810 4.361 1.678 0.0 0.1 0.0
H -2.305 2.827 -0.239 0.1 0.1 -0.1
H 2.685 0.228 -0.466 0.0 0.0 0.0
```
Positions in Å, forces in eV/Å.

Calculated values
* LUMO: -0.53 eV
* ΔE to the lowest compared entry with this formula, charge and spin: 93.8 kcal/mol
* HOMO-LUMO gap: 7.93 eV
* E: -37673.76692 eV
* net charge: 0
* structure (SMILES): O=[N+]([O-])c1cccc(-c2ccc(SCc3ccccn3)nn2)c1